C48H122N8O17 | ωB97M-V/def2-TZVPD

HOMO energy   -8.39 eV
Total energy   -3618.51698 a.u.
Largest force on an atom   4.31 eV Å⁻¹
Orbital gap   8.95 eV
Total charge   0

```
195
C48H122N8O17 | OMol25 | ωB97M-V/def2-TZVPD
C 7.4152 5.5972 -1.8596
O 6.1499 5.5853 -1.2181
C 5.6117 4.3280 -1.1519
C 4.2771 4.4451 -0.3284
N 3.3793 3.3410 -0.4811
C 1.9889 3.7661 -0.6052
C 1.6054 4.3753 -1.8878
O 0.3217 4.8005 -1.9162
C -0.6362 3.7208 -1.8051
H 8.2026 5.1746 -1.2353
H 7.7178 6.6159 -2.1021
H 7.3816 4.9462 -2.7332
H 6.3974 3.8021 -0.6095
H 5.4628 4.0241 -2.1880
H 3.9113 5.4195 -0.6522
H 4.5072 4.4578 0.7370
H 3.3823 2.6584 0.2633
H 1.5881 4.3809 0.2007
H 1.2938 2.9297 -0.5321
H 1.7463 3.7432 -2.7646
H 2.2399 5.2569 -1.9794
H -1.6005 3.8557 -2.2951
H -0.8904 3.6458 -0.7478
H -0.1677 2.7806 -2.0960
C 6.7163 -6.6975 -8.1315
O 5.6714 -6.0041 -7.4162
C 4.4193 -6.6136 -7.2455
C 3.3318 -5.6363 -7.1361
N 3.5466 -4.3876 -6.4217
C 2.9329 -3.2115 -7.0690
C 1.3452 -3.2432 -7.1417
O 0.7262 -3.6122 -5.8974
C 0.7316 -2.7173 -4.8639
H 7.4426 -5.9427 -8.4330
H 6.3728 -7.1766 -9.0483
H 7.1917 -7.4057 -7.4529
H 4.4460 -7.0198 -6.2344
H 4.2624 -7.3635 -8.0209
H 2.3333 -5.9779 -6.8632
H 3.1057 -5.2948 -8.1462
H 4.5346 -4.1886 -6.4874
H 3.2615 -3.2152 -8.1083
H 3.2224 -2.3031 -6.5407
H 1.0093 -3.9636 -7.8875
H 0.9426 -2.3193 -7.5571
H 1.6770 -2.7152 -4.3215
H -0.1374 -2.9388 -4.2443
H 0.7378 -1.6865 -5.2181
C -6.1134 0.2621 -4.5403
O -5.8985 -0.4761 -3.3563
C -4.7382 -1.3251 -3.3489
C -3.4657 -0.6240 -2.7576
N -2.3840 -1.5886 -2.7939
C -1.1395 -0.9968 -2.2048
C -1.2359 -0.4582 -0.7498
O -1.5627 0.9314 -0.7440
C -2.1107 1.2667 0.5125
H -6.9227 0.9206 -4.2245
H -6.2346 -0.2624 -5.4881
H -5.2584 0.9193 -4.6988
H -4.5543 -1.7764 -4.3239
H -5.1201 -2.1126 -2.6991
H -3.6645 -0.3610 -1.7187
H -3.2184 0.2580 -3.3483
H -2.1802 -1.6372 -3.7819
H -0.7897 -0.1632 -2.8138
H -0.3672 -1.7593 -2.3057
H -0.3260 -0.5685 -0.1599
H -2.0300 -1.1305 -0.4247
H -1.4624 0.8902 1.3037
H -3.0823 0.7954 0.6606
H -2.3443 2.3002 0.7685
C -3.9143 -1.8354 2.5531
O -4.0860 -0.5077 3.0979
C -5.1055 -0.3262 4.2115
C -5.3294 1.0853 4.7457
N -4.2135 1.6510 5.5242
C -4.2622 1.1895 6.9214
C -3.4084 1.9964 7.8265
O -4.0990 3.2361 8.1075
C -3.1257 4.2317 8.5473
H -3.5322 -2.5066 3.3223
H -3.2779 -1.6822 1.6815
H -4.8442 -2.3119 2.2427
H -4.9527 -1.0890 4.9750
H -6.0480 -0.6564 3.7747
H -6.2223 1.1627 5.3661
H -5.6464 1.5594 3.8168
H -4.3943 2.6438 5.5656
H -3.9591 0.1564 6.7514
H -5.2378 1.0544 7.3883
H -2.3803 2.1268 7.4889
H -3.3683 1.4515 8.7697
H -3.6530 5.1842 8.6014
H -2.3965 4.2676 7.7380
H -2.6855 4.0274 9.5234
C -2.1143 -2.8906 -6.1120
O -2.0443 -1.5139 -5.7075
C -2.0763 -0.5917 -6.8072
C -1.4219 0.7578 -6.3849
N -0.0304 0.6771 -6.0130
C 0.4561 1.8607 -5.2769
C 1.8250 1.6226 -4.6008
O 1.7181 0.7712 -3.4728
C 2.9567 0.5128 -2.7915
H -3.1532 -2.8941 -6.4418
H -2.0056 -3.6497 -5.3374
H -1.4923 -3.1447 -6.9703
H -3.1089 -0.3766 -7.0820
H -1.4926 -0.9793 -7.6422
H -1.9716 1.2790 -5.6011
H -1.4863 1.4741 -7.2040
H -0.0033 -0.1358 -5.4142
H -0.2652 1.9985 -4.4713
H 0.6186 2.6504 -6.0104
H 2.3201 2.5687 -4.3820
H 2.3775 0.9798 -5.2861
H 3.6298 0.2903 -3.6194
H 2.8467 -0.3726 -2.1653
H 3.2528 1.4458 -2.3119
C -0.3413 -4.8666 -1.4358
O 0.0282 -6.0908 -0.9546
C 0.8161 -6.1377 0.2757
C 1.3328 -7.6650 0.2351
N 0.2947 -8.6864 0.1534
C 0.8140 -10.0443 0.0917
C -0.2988 -11.1261 0.3437
O 0.2213 -12.4088 0.1769
C -0.7150 -13.4257 0.5991
H 0.5296 -4.2126 -1.4800
H -1.0333 -4.3844 -0.7454
H -0.9559 -5.0511 -2.3169
H 0.1981 -5.9973 1.1625
H 1.7219 -5.5318 0.2540
H 2.0349 -7.9332 1.0246
H 2.0368 -7.7424 -0.5935
H -0.4400 -8.6555 -0.5390
H 1.4936 -10.1851 0.9321
H 1.3335 -10.1700 -0.8583
H -1.0407 -10.9796 -0.4413
H -0.6908 -10.9619 1.3475
H -1.7322 -13.5259 0.2203
H -0.9292 -13.4427 1.6677
H -0.1271 -14.3401 0.5191
C 0.7983 0.7130 3.3885
O 1.9944 1.4112 3.7776
C 1.8524 2.5819 4.6156
C 1.2347 2.1955 6.0384
N 1.7994 0.9530 6.6496
C 1.1529 0.7366 7.9997
C 1.3077 -0.7226 8.3481
O 0.1893 -1.5223 7.9429
C 0.1105 -2.7279 8.5928
H 0.0248 1.2586 2.8481
H 0.4024 0.1810 4.2536
H 1.1672 -0.0062 2.6572
H 1.1511 3.3135 4.2142
H 2.8511 2.9664 4.8227
H 0.1644 2.0771 5.8691
H 1.2819 3.0392 6.7270
H 1.5106 0.1830 6.0633
H 0.0818 0.9027 8.1155
H 1.4028 1.3940 8.8324
H 1.5663 -0.7724 9.4058
H 2.1540 -1.2639 7.9253
H 0.9565 -3.3576 8.3172
H -0.7904 -3.3156 8.4166
H 0.1762 -2.5551 9.6670
C -1.6025 4.2704 4.2268
O -0.4054 5.0890 4.0053
C -0.5164 6.0492 2.9753
C 0.7993 6.8332 2.6680
N 1.2543 7.9147 3.5691
C 0.1734 8.9065 3.9694
C 0.8964 10.1870 4.5720
O 1.6709 10.7742 3.5684
C 2.7067 11.5609 3.9896
H -1.7583 3.7374 3.2889
H -2.4775 4.8194 4.5750
H -1.2802 3.5652 4.9929
H -1.3533 6.7069 3.2100
H -0.8725 5.6646 2.0197
H 0.7536 7.2911 1.6798
H 1.5292 6.0429 2.4924
H 1.8705 8.6242 3.1991
H -0.5762 8.4313 4.6022
H -0.2904 9.3213 3.0745
H 1.3885 9.9573 5.5170
H 0.1621 10.9562 4.8112
H 3.3727 11.8600 3.1802
H 3.4217 10.9479 4.5384
H 2.4810 12.4949 4.5043
O -8.3358 0.3928 -2.1528
H -7.4216 0.1901 -2.3513
H -8.7797 -0.4550 -2.1743
```